Here is 2 unconnected molecules or ions with the total composition CH2Cl2NO2P in a non-equilibrium geometry from the Open Molecules 2025 dataset. Energies are from ωB97M-V/def2-TZVPD.

The HOMO-LUMO gap is 10.08 eV. The value obtained for the HOMO energy is -10.2 eV.

Structure (ORCA input):
```
! RIJCOSX wB97M-V def2-TZVPD def2/J DEFGRID3
* xyz 0 1
O -1.82 -1.53 0.24
C -2.94 -1.23 0.63
Cl -4.44 -1.47 -0.21
Cl -3.32 -0.89 2.31
N -0.09 0.62 -0.42
P -1.35 1.02 0.64
O -2.57 1.00 -0.17
H -0.31 0.54 -1.42
H 0.82 0.40 -0.15
*
```


Here is a single C16H22N6 molecule in a non-equilibrium geometry from the Open Molecules 2025 dataset. Energies are from ωB97M-V/def2-TZVPD.

The HOMO-LUMO gap is 6.58 eV. The value obtained for the HOMO energy is -7.2 eV.

Structure (ORCA input):
```
! RIJCOSX wB97M-V def2-TZVPD def2/J DEFGRID3
* xyz 0 1
C 5.80 -0.73 1.12
C 4.55 -0.63 0.36
C 3.70 -1.74 0.40
C 2.39 -1.77 -0.16
N 1.55 -2.82 -0.12
C 0.30 -2.62 -0.61
C -1.03 -3.39 -0.73
N -1.15 -4.68 -0.44
N -1.96 -2.68 -1.18
N -1.50 -1.45 -1.25
C -2.28 -0.31 -1.53
C -2.89 0.17 -0.23
C -3.29 1.71 -0.37
N -4.16 2.17 0.77
C -5.46 2.87 0.50
C -3.35 2.46 1.95
C -0.10 -1.31 -0.91
N 0.66 -0.17 -0.99
C 1.93 -0.46 -0.60
C 2.80 0.56 -0.69
C 4.06 0.60 -0.09
C 4.93 1.76 -0.25
H 5.92 -1.73 1.49
H 6.67 -0.51 0.46
H 5.78 -0.11 2.02
H 4.06 -2.57 0.95
H -1.88 -5.19 -0.85
H -0.24 -5.21 -0.07
H -3.08 -0.66 -2.19
H -1.70 0.44 -2.05
H -2.22 0.10 0.62
H -3.71 -0.46 0.06
H -2.47 2.37 -0.39
H -3.79 1.84 -1.31
H -6.12 2.92 1.40
H -5.10 3.87 0.21
H -6.03 2.35 -0.24
H -2.60 1.67 2.17
H -2.90 3.47 1.92
H -3.95 2.53 2.86
H 2.37 1.39 -1.21
H 5.95 1.37 -0.52
H 4.56 2.39 -1.00
H 4.99 2.22 0.73
*
```


Here is a molecular structure, C28H31AuBrIN7SSe in a non-equilibrium geometry from the Open Molecules 2025 dataset. Energies are from ωB97M-V/def2-TZVPD.

The HOMO-LUMO gap (spin up / spin down) is 4.75 / 4.73 eV. The value obtained for the HOMO energy (spin up / spin down) is -10.2 / -10.2 eV.

Structure (ORCA input):
```
! RIJCOSX wB97M-V def2-TZVPD def2/J DEFGRID3
* xyz 1 1
Au 0.91 0.24 -1.13
S -0.15 -0.65 -3.23
C -0.33 -2.24 -2.57
N -0.93 -3.07 -3.39
N -1.34 -4.27 -3.13
C -1.67 -4.89 -1.93
C -1.63 -6.28 -1.87
C -2.03 -6.93 -0.72
C -2.50 -6.21 0.37
C -2.57 -4.83 0.30
C -2.15 -4.16 -0.84
N 0.21 -2.66 -1.42
N 1.03 -1.94 -0.77
C 1.72 -2.53 0.26
C 1.48 -3.85 0.64
C 2.22 -4.42 1.66
C 3.18 -3.67 2.32
C 3.42 -2.35 1.95
C 2.71 -1.78 0.91
H -1.49 -4.82 -3.98
H -1.27 -6.85 -2.72
H -1.99 -8.01 -0.67
H -2.84 -6.72 1.26
H -2.96 -4.26 1.12
H -2.23 -3.09 -0.90
H 0.71 -4.41 0.13
H 2.04 -5.45 1.95
H 3.74 -4.10 3.14
H 4.17 -1.77 2.47
H 2.89 -0.77 0.58
Br -2.31 3.30 0.51
C -3.58 2.39 1.57
C -4.56 3.14 2.20
C -5.52 2.50 2.97
C -5.49 1.13 3.11
C -4.50 0.38 2.49
C -3.54 1.01 1.72
I -2.06 -0.16 0.77
H -4.57 4.21 2.08
H -6.29 3.09 3.45
H -6.23 0.62 3.70
H -4.47 -0.69 2.60
Se 2.06 2.02 0.40
C 3.25 1.72 1.89
C 2.93 0.94 2.99
C 3.80 0.95 4.08
N 4.91 1.66 4.10
C 5.23 2.38 3.04
C 4.44 2.45 1.91
H 2.02 0.35 3.02
H 3.58 0.39 4.98
H 6.14 2.95 3.13
H 4.72 3.07 1.07
C 1.56 4.13 -3.70
C 0.57 4.48 -2.60
C -0.84 4.70 -3.15
C 1.04 5.72 -1.84
N 0.56 3.39 -1.61
N 0.03 2.18 -2.06
H 1.59 4.93 -4.44
H 1.30 3.21 -4.23
H 2.55 4.01 -3.28
H -0.88 5.62 -3.73
H -1.55 4.79 -2.33
H -1.16 3.89 -3.80
H 1.14 6.55 -2.53
H 2.01 5.53 -1.39
H 0.33 5.99 -1.07
H 0.10 3.68 -0.75
H 0.32 2.04 -3.03
H -0.99 2.11 -2.02
*
```


What did we get for total energy? Answer: -1506.298404, -951.322195, -7275.510355 hartree, in the order shown.